[1]
Computed, not measured: a molecular structure, C21H13AsF12I2N4OS2SbTi at a distorted geometry, with the ωB97M-V functional and the def2-TZVPD basis.

Structure (XYZ):
```
58
Properties=species:S:1:pos:R:3:forces:R:3:nbo_charge:R:1
Ti -0.01736 0.11832 -0.32851 1.008 -0.895 -0.435 1.92
I -5.00588 5.85533 0.46785 0.214 -0.205 0.009 0.23
C -3.65681 4.25491 0.51750 -0.207 0.238 0.017 -0.13
C -3.37795 3.62765 1.72393 -0.054 0.065 -0.080 -0.25
C -2.51913 2.54736 1.73434 0.445 -0.646 0.198 -0.19
I -2.00201 1.62882 3.54187 -0.152 0.081 -0.131 0.22
C -1.96023 2.05117 0.55274 -0.678 1.101 0.032 0.27
O -1.19593 0.93663 0.55168 -1.729 0.646 1.058 -0.68
C -2.20166 2.72960 -0.64615 0.334 -0.357 0.060 -0.08
C -1.64446 2.22970 -1.95278 -0.438 0.060 0.099 -0.24
N -0.30008 1.60188 -1.86587 0.221 -0.039 -0.198 -0.65
C 0.80230 2.59971 -1.79922 0.245 0.191 0.124 -0.27
C 1.35541 2.72193 -0.40599 -0.087 0.061 -0.081 0.24
C 2.06700 3.83013 0.01940 0.032 0.006 -0.012 -0.23
C 2.57617 3.84496 1.30610 -0.051 -0.069 -0.030 -0.10
C 2.33556 2.76059 2.14002 0.019 0.031 -0.019 -0.23
C 1.60877 1.69773 1.65455 0.033 -0.017 0.130 0.09
N 1.14547 1.67371 0.39603 0.614 0.766 -0.075 -0.54
C -3.04887 3.82681 -0.65002 -0.011 0.102 -0.027 -0.22
H -3.83353 3.97576 2.63981 0.051 -0.015 0.030 0.25
H -1.60067 3.05923 -2.66086 0.055 -0.028 -0.023 0.22
H -2.33207 1.49262 -2.36340 0.119 -0.106 -0.016 0.27
H -0.18694 1.07534 -2.73342 -0.039 -0.088 0.021 0.45
H 0.45556 3.57483 -2.14231 -0.064 -0.036 -0.039 0.24
H 1.61286 2.28897 -2.45919 -0.068 -0.097 -0.043 0.26
H 2.22469 4.66291 -0.65243 -0.025 -0.009 -0.011 0.24
H 3.14404 4.69460 1.65983 0.005 0.001 -0.006 0.25
H 2.71153 2.73512 3.15225 -0.040 -0.002 0.010 0.25
H 1.38139 0.84236 2.27772 0.018 -0.060 -0.051 0.24
H -3.24947 4.34263 -1.58073 0.012 -0.026 -0.007 0.24
S -1.18580 -1.97318 1.45363 -0.009 -0.115 0.062 0.30
C 0.02202 -3.27421 1.53566 -0.105 0.179 0.081 -0.18
C 0.38560 -4.33131 0.73869 0.051 -0.103 -0.050 -0.16
C 1.47074 -5.09299 1.18019 -0.079 0.169 0.108 -0.06
C 1.93178 -6.17297 0.36135 0.062 -0.178 -0.151 0.24
N 2.29603 -7.02055 -0.32278 -0.036 0.043 0.046 -0.23
C 2.12959 -4.79824 2.38880 -0.200 0.144 -0.088 -0.12
C 1.72905 -3.72729 3.19101 0.057 -0.100 0.012 -0.17
C 0.67424 -2.97676 2.72783 -0.128 0.113 -0.185 -0.17
S -0.17401 -1.52308 3.25721 0.034 -0.024 0.057 0.23
C 3.24601 -5.59590 2.79788 0.189 -0.106 0.094 0.25
N 4.14977 -6.21748 3.13785 -0.051 0.036 -0.006 -0.23
H -0.11365 -4.57518 -0.18836 -0.001 0.031 -0.012 0.26
H 2.23934 -3.51330 4.11947 0.030 -0.009 -0.018 0.25
F 1.35048 -0.90318 0.55776 0.583 -0.284 -0.146 -0.61
As 2.82024 -1.28164 -0.70207 0.286 0.758 -0.040 2.85
F 1.78270 -0.09743 -1.69369 0.075 -0.471 0.640 -0.61
F 3.48873 0.14859 -0.02449 0.031 -0.311 -0.114 -0.58
F 3.97280 -1.42212 -1.91186 -0.004 0.001 0.043 -0.56
F 3.49296 -2.23756 0.51745 -0.048 -0.030 -0.098 -0.57
F 1.83784 -2.53444 -1.27631 0.055 0.042 0.052 -0.56
F -0.38836 -1.29364 -1.48487 -0.562 -0.791 -0.751 -0.63
Sb -2.26884 -1.89896 -2.40763 0.603 1.614 0.513 3.17
F -4.03772 -1.83763 -2.96448 0.449 -0.524 -0.133 -0.62
F -2.65655 -0.51358 -1.10976 -0.117 -0.611 -0.471 -0.66
F -2.31551 -3.16979 -1.02757 -0.098 0.225 -0.297 -0.64
F -1.23832 -3.05470 -3.44371 -0.542 0.187 0.164 -0.61
F -1.68998 -0.44854 -3.51651 -0.307 -0.539 0.184 -0.67
```
Positions in Å, forces in eV/Å.

Calculated values
ΔE to the lowest compared entry with this formula, charge and spin (eV): 0.490
HOMO (eV): -11.827
LUMO (hartree): -0.18238
Total charge: +1

---

[2]
Computed, not measured: C21H13Cl3N4O2 in the gas phase at a distorted geometry, with the ωB97M-V functional and the def2-TZVPD basis.

Structure (XYZ):
```
43
Properties=species:S:1:pos:R:3:forces:R:3:nbo_charge:R:1
O 4.49526 -0.55663 1.33593 -0.714 0.308 -0.653 -0.51
C 3.31022 -0.82338 1.21666 2.997 -1.235 0.063 0.70
C 2.61095 -1.23143 2.42618 -0.645 0.932 -0.090 -0.34
C 2.47266 -0.34532 3.47063 -1.421 -0.501 1.507 0.28
Cl 3.09531 1.27951 3.33258 -0.296 -0.656 0.356 0.05
N 1.73726 -0.66314 4.55571 0.808 1.155 -0.222 -0.47
C 1.13279 -1.83569 4.57055 0.464 -0.653 -1.521 0.28
N 1.19391 -2.74426 3.58481 0.715 0.050 -0.512 -0.46
C 1.96174 -2.45395 2.51842 -1.675 -0.997 0.774 0.56
O 1.92697 -3.41893 1.53695 0.018 0.830 0.880 -0.48
C 3.06827 -3.58062 0.71268 0.994 0.384 -0.716 -0.10
C 3.17048 -2.53195 -0.44365 0.131 -0.148 -0.160 -0.24
N 2.74308 -1.18750 0.00788 -0.726 -0.024 -1.109 -0.53
C 1.45680 -0.64168 -0.30257 -0.489 -1.469 -0.376 0.20
C 1.29468 0.73411 -0.37316 -0.885 1.963 -0.209 -0.25
C 0.06902 1.33510 -0.73941 -0.563 -1.008 0.109 -0.22
C -1.01490 0.47307 -1.10029 2.590 1.126 0.845 0.12
C -0.81095 -0.90230 -1.06800 -0.577 -0.995 -0.169 -0.01
C -2.04467 -1.50011 -1.51632 -0.180 0.918 0.346 -0.30
C -2.91026 -0.46552 -1.74442 0.187 -0.813 -0.132 -0.01
N -2.28361 0.73900 -1.52107 -0.095 0.083 0.577 -0.38
C -2.80303 2.04365 -1.63119 -0.347 0.439 -1.418 0.11
C -2.81497 2.60993 -2.91090 -0.323 0.967 -0.494 -0.18
C -3.30109 3.91208 -3.13759 0.216 -0.850 0.252 -0.20
C -3.80318 4.62167 -2.06638 -0.324 0.587 0.411 -0.21
C -3.79816 4.08628 -0.77871 -0.002 -0.526 -0.118 -0.06
Cl -4.45436 4.96374 0.57164 0.115 0.040 -0.522 0.04
C -3.31726 2.78401 -0.57300 -0.222 0.076 1.036 -0.03
Cl -3.44225 2.08355 1.03358 0.305 0.059 -0.831 0.04
C 0.38396 -1.46993 -0.62928 0.602 0.416 -0.065 -0.27
H 0.51358 -2.13546 5.40861 0.103 0.367 0.117 0.19
H 3.02971 -4.60566 0.29762 -0.056 0.551 0.287 0.21
H 3.99513 -3.47990 1.30802 -0.453 -0.187 0.006 0.19
H 4.22604 -2.46233 -0.75643 -0.281 -0.085 0.252 0.22
H 2.63758 -2.87929 -1.35339 -0.102 0.633 0.706 0.22
H 2.13204 1.40852 -0.17037 -0.182 -0.365 0.044 0.23
H -0.10766 2.41473 -0.71226 0.428 -0.347 -0.075 0.22
H -2.27224 -2.54118 -1.56148 -0.123 -0.360 -0.135 0.23
H -3.93187 -0.51140 -2.05929 -0.288 0.149 -0.092 0.22
H -2.49311 2.05389 -3.78881 0.197 -0.185 0.443 0.23
H -3.30641 4.36622 -4.13438 0.006 -0.366 0.412 0.23
H -4.25389 5.59894 -2.23125 0.217 -0.129 0.174 0.24
H 0.50644 -2.54041 -0.58484 -0.126 -0.129 0.024 0.22
```
Positions in Å, forces in eV/Å.

Calculated values
ΔE to the lowest compared entry with this formula, charge and spin (eV): 0.000
SMILES: O=C1c2c(Cl)ncnc2OCCN1c1ccc2c(ccn2-c2cccc(Cl)c2Cl)c1
HOMO (eV): -8.134
LUMO (hartree): 0.00125

---

[3]
Computed, not measured: a molecular structure, C21H14AgF3N6S3, with the ωB97M-V functional and the def2-TZVPD basis.

Structure (XYZ):
```
48
Properties=species:S:1:pos:R:3:forces:R:3:nbo_charge:R:1
Ag -1.24450 2.59818 1.58267 0.109 0.018 0.109 0.65
C 0.47823 -2.98772 2.44536 -0.098 -0.046 -0.091 -0.69
C 0.36382 -1.81208 1.52966 -0.042 0.123 0.147 0.29
N 0.04416 -0.61485 1.80575 0.282 -0.143 -0.156 -0.22
N -0.12165 -0.27974 3.15320 -0.071 -0.119 -0.201 -0.50
C 0.93713 -0.02718 3.94440 0.107 -0.013 0.115 0.31
N 0.65897 0.82148 4.96616 -0.022 0.138 0.047 -0.81
S 2.46755 -0.70966 3.75951 -0.007 0.015 -0.005 -0.40
C 0.64816 -2.03342 0.07900 -0.127 -0.075 -0.046 0.17
C 1.72403 -1.37961 -0.51287 -0.093 0.137 0.064 -0.22
C 1.95188 -1.57253 -1.86106 0.014 -0.014 -0.065 -0.17
C 1.10017 -2.40605 -2.57068 -0.014 0.006 -0.009 -0.27
C 0.06433 -3.02047 -1.88736 0.003 -0.011 0.080 0.03
N -0.16210 -2.85868 -0.58365 0.115 -0.092 -0.051 -0.42
H 1.52471 -3.28337 2.51914 -0.003 -0.026 0.017 0.24
H 0.11509 -2.75238 3.44167 -0.012 0.045 0.010 0.24
H -0.09782 -3.80984 2.01250 0.031 -0.001 0.003 0.22
H -0.94161 0.32866 3.24508 -0.083 0.120 0.089 0.43
H 0.03474 1.60429 4.75606 0.020 -0.062 0.012 0.42
H 1.47427 1.08072 5.49623 -0.020 -0.005 -0.011 0.39
H 2.32647 -0.71268 0.08885 -0.002 -0.002 0.001 0.24
H 2.76572 -1.06422 -2.36140 0.007 0.001 0.002 0.21
H 1.22254 -2.56162 -3.63434 0.011 -0.006 -0.009 0.21
H -0.62312 -3.67693 -2.41181 -0.010 0.004 0.003 0.18
S -0.73549 3.78490 3.79368 0.107 0.034 -0.137 -0.44
C -2.07895 3.29230 4.78080 0.064 0.097 0.029 -0.33
C -2.18434 3.96386 6.04590 -0.012 -0.040 0.056 0.30
N -2.23868 4.50753 7.06187 0.002 0.031 -0.016 -0.41
C -3.00465 2.34286 4.46236 -0.106 -0.162 -0.099 -0.31
S -3.06170 1.41666 2.98609 -0.057 0.033 0.092 -0.43
C -4.04931 2.06431 5.40824 -0.013 -0.032 -0.030 0.30
N -4.90264 1.81887 6.14408 -0.021 0.000 0.025 -0.41
F 1.92470 -1.37514 -6.48574 -0.034 0.000 -0.082 -0.34
C 0.85177 -0.54541 -6.56136 -0.048 -0.016 0.023 0.97
F -0.16562 -1.28161 -7.06159 0.149 0.072 -0.012 -0.34
F 1.17099 0.36760 -7.51455 -0.003 -0.092 -0.044 -0.34
C 0.53024 0.08197 -5.25501 0.031 0.043 0.068 -0.18
C 1.51563 0.81649 -4.59712 -0.019 -0.005 -0.019 -0.20
C 1.24724 1.40047 -3.37658 0.028 0.017 -0.030 -0.22
C -0.01328 1.26961 -2.76550 0.004 -0.045 0.008 -0.02
C -0.99210 0.53347 -3.45445 0.005 0.022 0.046 -0.21
C -0.72521 -0.05056 -4.67689 -0.053 -0.033 -0.012 -0.19
C -0.28491 1.82587 -1.49199 0.002 0.005 -0.019 -0.36
C -0.56822 2.21570 -0.36681 -0.109 0.076 0.076 -0.30
H 2.49726 0.92290 -5.04563 -0.011 -0.003 0.003 0.21
H 2.01279 1.96274 -2.85802 -0.003 -0.001 -0.001 0.22
H -1.96284 0.41672 -2.99302 -0.010 0.001 0.012 0.23
H -1.49385 -0.62244 -5.18081 0.013 0.005 0.008 0.21
```
Positions in Å, forces in eV/Å.

Calculated values
ΔE to the lowest compared entry with this formula, charge and spin (eV): 0.000
HOMO (eV): -1.685
LUMO (hartree): 0.14912
Total charge: -2

---

[4]
Computed, not measured: C21H14Cl2F2N2OS2 in the gas phase at a distorted geometry, with the ωB97M-V functional and the def2-TZVPD basis.

Structure (XYZ):
```
44
Properties=species:S:1:pos:R:3:forces:R:3:nbo_charge:R:1
O -0.43160 1.59387 -1.19499 -1.059 -0.790 0.743 -0.67
F 7.58891 2.87652 0.36516 0.281 0.632 0.467 -0.35
F 8.68497 1.98044 2.08606 -0.034 0.350 -0.321 -0.34
S 0.68199 -2.16515 1.07397 0.224 -1.074 0.583 -0.26
Cl -4.71685 0.29987 -4.54935 -0.021 0.149 0.447 0.01
Cl -3.32421 1.80271 1.40170 0.130 -0.120 -0.698 0.01
S 7.45405 0.33367 0.52860 -0.128 -0.093 0.438 0.23
C 0.42797 -0.70010 0.36473 0.014 0.565 -0.263 0.13
C -1.29968 0.76800 -0.74670 2.896 1.225 -1.058 0.45
C -0.95888 -0.35073 -0.00038 2.710 0.841 -0.128 -0.21
C -4.16273 -2.74615 1.30681 0.560 0.433 0.240 -0.12
C -5.33185 1.09130 -1.99629 0.625 -0.019 -0.542 -0.23
C -4.98331 1.43760 -0.70550 0.124 0.225 0.672 -0.21
C 4.96099 1.32572 -0.24511 0.825 -0.586 0.578 -0.25
C 4.99291 -0.86091 0.79403 -0.318 1.214 -0.963 -0.20
C -2.99615 0.67887 -2.49589 -1.119 0.079 -0.402 -0.16
C 3.59392 1.23119 -0.25722 -1.641 1.462 -0.884 -0.16
C 3.60538 -0.92856 0.64425 -0.222 -0.674 0.658 -0.22
C -3.41688 -2.00440 2.21020 1.372 1.009 0.095 -0.24
C -3.78673 -2.72126 -0.01579 1.355 0.653 -0.152 -0.24
C -4.32783 0.73780 -2.89831 0.120 -0.056 0.226 -0.03
C -3.64869 1.39450 -0.27827 -0.752 -0.295 -0.755 -0.01
C 5.69747 0.27118 0.35220 -0.758 -0.019 -0.157 -0.22
C -2.66030 0.98153 -1.18821 -1.592 0.211 0.968 -0.12
C 2.83384 0.14572 0.19463 0.680 -0.745 0.000 0.13
C -2.31525 -1.24318 1.74246 -1.313 -1.463 0.379 0.15
C -2.64982 -1.99037 -0.41321 -1.284 -0.868 -0.312 0.12
N 1.42008 0.19609 0.08238 -0.188 0.123 -0.069 -0.58
N -1.93921 -1.24162 0.43304 -2.226 -0.593 1.474 -0.25
C 7.53886 1.94581 1.35632 -0.204 -0.588 -0.056 0.42
H -4.98322 -3.34036 1.64499 -0.456 -0.219 0.077 0.23
H -6.35061 1.12168 -2.32968 -0.326 0.013 0.000 0.23
H -5.76240 1.74426 -0.00366 0.289 -0.098 -0.204 0.23
H 5.44757 2.22286 -0.66256 -0.244 -0.686 0.303 0.24
H 5.49802 -1.71922 1.19045 0.296 -0.152 0.201 0.22
H -2.28085 0.36399 -3.23479 0.470 -0.007 0.130 0.24
H 3.04832 2.07565 -0.71824 0.226 -0.445 0.324 0.21
H 3.13787 -1.85279 0.95571 -0.081 0.235 -0.046 0.25
H -3.64176 -1.97296 3.29187 0.146 -0.031 -0.852 0.25
H -4.30791 -3.28941 -0.74976 -0.241 -0.254 -0.462 0.24
H -1.72452 -0.69178 2.44279 0.333 0.400 -0.113 0.25
H -2.35443 -2.02018 -1.45185 0.286 0.248 0.108 0.24
H 1.05002 1.04131 -0.35692 -0.051 0.032 -0.208 0.45
H 6.69255 2.17698 2.03036 0.294 -0.225 -0.462 0.16
```
Positions in Å, forces in eV/Å.

Calculated values
ΔE to the lowest compared entry with this formula, charge and spin (eV): 0.000
HOMO (eV): -7.946
LUMO (hartree): -0.03710

---

Across the entries above, gap between HOMO and LUMO takes the values 0.2523, 0.3002, 0.2110, 0.2549 hartree, respectively.